[1]
Here is a 10-piece molecular cluster, C20H30N10 overall from the Open Molecules 2025 dataset. Energies are from ωB97M-V/def2-TZVPD.

**F_max**: 6.4 eV/A
**Spin multiplicity**: 1
**Structure (SMILES)**: CC#N.CC#N.CC#N.CC#N.CC#N.CC#N.CC#N.CC#N.CC#N.CC#N
**Orbital gap**: 11.04 eV
**Highest occupied orbital energy**: -10.91 eV

Geometry as XYZ:
```
60
C20H30N10 (ωB97M-V/def2-TZVPD)
C -5.100 0.798 -1.362
C -5.854 -0.218 -2.074
N -6.428 -0.963 -2.703
H -5.516 1.754 -1.679
H -4.074 0.670 -1.705
H -5.356 0.668 -0.310
C -1.957 -2.526 -2.136
C -2.833 -3.327 -1.267
N -3.502 -3.965 -0.541
H -1.416 -1.721 -1.638
H -2.629 -2.196 -2.927
H -1.116 -3.072 -2.564
C -1.533 -1.458 2.115
C -2.881 -1.659 2.665
N -3.968 -1.861 3.029
H -1.208 -0.418 2.141
H -1.505 -1.824 1.089
H -0.875 -1.903 2.861
C 1.959 3.938 2.136
C 3.223 4.571 2.437
N 4.267 5.063 2.610
H 1.490 3.476 3.005
H 2.042 3.100 1.444
H 1.362 4.803 1.848
C -3.953 2.142 1.912
C -2.882 1.822 2.858
N -2.095 1.514 3.569
H -3.979 1.486 1.041
H -3.859 3.162 1.539
H -4.907 1.923 2.390
C 0.734 0.688 5.546
C 1.115 0.320 4.198
N 1.407 -0.017 3.088
H 1.329 1.563 5.809
H 1.106 -0.162 6.117
H -0.280 1.061 5.689
C 0.763 -0.226 -0.125
C -0.573 0.400 -0.303
N -1.619 0.885 -0.443
H 0.996 -0.896 -0.952
H 0.768 -0.928 0.709
H 1.580 0.452 0.121
C 6.650 0.230 -0.158
C 5.236 0.575 -0.382
N 4.122 0.853 -0.420
H 6.802 -0.720 -0.670
H 6.706 -0.070 0.889
H 7.378 0.994 -0.431
C 3.192 -2.934 -2.565
C 2.071 -3.469 -1.746
N 1.185 -3.800 -1.095
H 2.701 -2.694 -3.509
H 3.852 -3.728 -2.914
H 3.575 -2.125 -1.943
C 0.601 0.136 -6.206
C 0.883 -0.235 -4.779
N 1.118 -0.537 -3.655
H 0.412 1.196 -6.378
H -0.229 -0.504 -6.504
H 1.503 -0.090 -6.775
```

***

[2]
Here is a 10-piece molecular cluster, C20H30N10 overall from the Open Molecules 2025 dataset. Energies are from ωB97M-V/def2-TZVPD.

**F_max**: 1.1 eV/A
**Spin multiplicity**: 1
**Structure (SMILES)**: CC#N.CC#N.CC#N.CC#N.CC#N.CC#N.CC#N.CC#N.CC#N.CC#N
**Orbital gap**: 11.32 eV
**Highest occupied orbital energy**: -11.37 eV

Geometry as XYZ:
```
60
C20H30N10 (ωB97M-V/def2-TZVPD)
C 13.345 4.876 -6.809
C 13.628 6.275 -7.113
N 13.784 7.386 -7.340
H 12.563 4.485 -7.456
H 13.128 4.770 -5.753
H 14.257 4.339 -7.084
C 10.675 7.863 -5.649
C 10.565 6.411 -5.517
N 10.410 5.282 -5.368
H 10.721 8.234 -4.625
H 9.813 8.258 -6.180
H 11.577 8.123 -6.201
C 10.376 2.191 -7.185
C 8.944 1.959 -7.015
N 7.817 1.749 -6.927
H 10.616 2.437 -8.216
H 10.984 1.340 -6.894
H 10.654 3.010 -6.518
C 8.265 0.825 -3.778
C 9.218 0.885 -2.681
N 10.011 0.941 -1.851
H 7.235 0.743 -3.439
H 8.547 0.024 -4.455
H 8.327 1.789 -4.285
C 13.268 -0.940 -6.069
C 13.098 -1.217 -4.637
N 12.901 -1.370 -3.517
H 12.934 0.101 -6.138
H 12.574 -1.584 -6.607
H 14.275 -1.046 -6.453
C 11.883 3.527 -2.594
C 12.247 2.783 -3.786
N 12.519 2.187 -4.724
H 11.526 4.532 -2.826
H 12.724 3.696 -1.921
H 11.094 3.038 -2.028
C 9.294 3.973 -10.955
C 10.400 4.820 -10.478
N 11.263 5.460 -10.075
H 8.838 3.507 -10.081
H 9.732 3.166 -11.540
H 8.559 4.557 -11.495
C 4.579 2.314 -7.188
C 3.840 2.118 -5.933
N 3.299 1.931 -4.939
H 4.346 1.504 -7.876
H 5.632 2.211 -6.910
H 4.402 3.299 -7.606
C 6.294 -1.356 -7.257
C 4.949 -1.355 -7.799
N 3.893 -1.256 -8.229
H 6.915 -2.154 -7.662
H 6.276 -1.389 -6.173
H 6.786 -0.456 -7.638
C 7.988 -1.838 -10.200
C 8.914 -1.080 -9.343
N 9.596 -0.481 -8.647
H 6.985 -1.427 -10.109
H 7.994 -2.870 -9.853
H 8.359 -1.751 -11.218
```